one) Molecular formula: C6H12O4
Method: DFT, wB97M-V/def2-TZVPD

Geometry as ORCA input:
```
! RIJCOSX wB97M-V def2-TZVPD def2/J DEFGRID3
* xyz 0 1
O 0.18138 0.31850 -2.01352
O 1.14666 2.95596 -2.94948
O -0.91474 -0.29408 0.05211
O 2.93159 2.73851 -5.11327
C -0.11055 2.69286 -2.37065
C 0.03891 1.57222 -1.37503
C -1.24882 1.12616 -0.74125
C 2.09818 3.84768 -5.03357
C 1.11339 3.95396 -3.90663
C 0.63937 3.61707 -5.29985
H 0.82998 1.76895 -0.63471
H -2.08829 1.04898 -1.44822
H -1.54552 1.81171 0.06624
H 2.54010 4.78459 -5.38684
H 0.35248 2.57636 -5.46136
H 3.58225 2.78222 -4.40558
H 0.89450 4.95460 -3.51571
H 0.09216 -0.48583 -1.26051
H 0.07732 4.35951 -5.86675
H -0.83588 2.41279 -3.15462
H -1.75461 -0.74922 0.14947
H -0.49832 3.58674 -1.84962
*
```

SMILES: OC[C@@H](O)CO[C@@H]1C[C@@H]1O
HOMO, eV: -9.5
LUMO energy, eV: 0.80


two) Molecular formula: C6H12O4
Method: DFT, wB97M-V/def2-TZVPD

Geometry as ORCA input:
```
! RIJCOSX wB97M-V def2-TZVPD def2/J DEFGRID3
* xyz 0 1
O 4.03794 1.49323 -2.52496
O 1.38667 -0.12886 -0.89388
O -2.00917 2.85020 0.77564
O -2.22394 0.13498 1.41819
C -0.41808 -1.19884 0.23989
C -1.88662 -0.92254 0.91615
C -1.87493 -2.21100 1.66081
C 0.23551 0.11877 -0.12259
C 3.27986 0.67082 -2.07114
C 2.06467 1.03642 -1.25963
H -1.19931 3.04138 0.29464
H -0.46381 0.74596 -0.70511
H -2.93477 -2.31146 1.06198
H 0.33864 -1.83232 0.72859
H 3.37957 -0.41033 -2.31877
H -0.65141 -1.78483 -0.66250
H -2.01505 1.88468 0.89661
H 1.42867 1.71051 -1.86480
H 2.39773 1.61078 -0.37380
H -1.42932 -3.13406 1.27057
H -1.94595 -2.03772 2.73991
H 0.50309 0.67427 0.79419
*
```

SMILES: CC(=O)CCOCC=O.O
HOMO, eV: -9.6
LUMO energy, eV: -0.32


The structure with the greatest stability is one).


one) Molecular formula: C5H28NO11
Method: DFT, wB97M-V/def2-TZVPD

Geometry as ORCA input:
```
! RIJCOSX wB97M-V def2-TZVPD def2/J DEFGRID3
* xyz -1 1
O -1.05279 1.56579 -4.15269
O -1.13355 -1.31320 3.61877
O 0.87542 -3.23708 2.93619
O 0.15774 2.61992 -2.12819
O -1.31717 1.23517 2.43852
O 0.71081 -1.40283 0.85452
O 0.35469 2.60575 0.83411
O 2.42497 -1.94699 -2.59015
O 1.34733 -4.84592 0.14084
O 2.29467 2.29067 -1.03406
O 3.18112 1.40047 1.43798
N -1.98757 1.00175 0.11682
C -0.09573 -0.22328 -1.02888
C -2.31428 -1.43300 -0.44005
C -1.61093 -0.15058 -0.80485
C -2.27706 0.72257 1.48783
C 0.62460 -0.31653 0.27440
H 1.84085 -1.21085 -2.78386
H -1.64654 -1.00800 4.36741
H -1.02253 -0.44769 3.14516
H -3.37805 -1.28746 -0.64186
H -3.16891 1.29997 1.73203
H 0.98127 -4.23702 -0.50898
H 1.32694 2.36177 -1.55933
H 0.03253 3.39145 -2.68604
H 3.02248 1.95891 0.65450
H -1.95458 -2.28281 -1.02087
H 0.11613 -0.94694 -1.79984
H 1.40182 -4.34431 0.96644
H 2.83529 2.11663 -1.82172
H 0.88425 2.63901 0.01218
H -1.31778 1.74028 -0.06749
H 1.03798 0.49110 0.88866
H -0.62747 1.97519 -3.33575
H 3.91159 0.81808 1.17474
H -1.96942 1.42758 -3.89293
H 3.25631 -1.54400 -2.31742
H -2.06958 0.29854 -1.68104
H -2.48930 -0.29749 1.76077
H 1.34599 -2.52928 2.49203
H -0.02846 3.47862 0.86102
H -0.02187 -2.87541 3.05461
H 0.17011 0.70265 -1.55753
H -2.16941 -1.75749 0.58708
H -0.48192 1.49628 2.01694
*
```

HOMO, eV: -5.9
LUMO energy, eV: 2.79


two) Molecular formula: C5H28NO11
Method: DFT, wB97M-V/def2-TZVPD

Geometry as ORCA input:
```
! RIJCOSX wB97M-V def2-TZVPD def2/J DEFGRID3
* xyz -1 1
O -0.48088 -4.28671 1.10659
O 4.35052 -0.04841 -1.14994
O 2.07937 -0.94003 -0.02075
O -0.63852 -0.55288 -3.56019
O 1.46931 0.42199 -2.24717
O -1.53603 -0.34534 3.24901
O -0.97587 1.32063 -1.65584
O -2.18835 -2.25059 1.07204
O -1.41394 -0.72251 -0.99195
O -1.12180 3.88270 -0.87352
O 0.83787 -3.13003 -0.93086
N -1.26113 1.81792 1.29562
C 0.96686 1.86357 2.33058
C 0.14088 1.33089 1.15140
C 2.43936 1.49009 2.13829
C -1.47085 0.50387 -0.86920
C -2.19114 1.07747 0.37861
H 0.19062 0.16565 1.13463
H -1.08420 2.96700 -1.21555
H -0.58322 -0.43222 3.09513
H 3.87064 0.36410 -1.82713
H -0.26024 4.29435 -1.08839
H -2.11000 -1.61287 1.76115
H 3.03702 1.64826 3.07828
H 0.02670 -4.15435 1.87156
H 2.86761 2.02831 1.33637
H -2.96361 1.78208 0.10488
H -1.21257 -3.58992 1.11052
H -2.66994 0.30443 0.89801
H -1.30794 2.78101 1.01304
H -1.73165 0.53563 2.90006
H 1.80709 -1.84021 -0.25653
H -0.89810 -0.95773 -2.67313
H 0.41167 -3.69309 -0.22409
H -1.94712 -1.70036 0.30220
H 0.58767 1.46539 3.26717
H 0.09579 -2.57631 -1.30236
H 3.67804 -0.52709 -0.58567
H 0.62721 1.69369 0.23195
H 0.73275 0.92154 -1.97304
H 0.86542 2.92490 2.44969
H 1.06498 -0.20901 -2.93438
H -0.91248 0.35098 -3.36178
H 2.49683 0.38904 1.84265
H 1.78494 -0.43446 -0.78192
*
```

HOMO, eV: -6.5
LUMO energy, eV: 2.93


The structure with the greatest stability is two).


one) Molecular formula: C3H5O2P
Method: DFT, wB97M-V/def2-TZVPD

Geometry as ORCA input:
```
! RIJCOSX wB97M-V def2-TZVPD def2/J DEFGRID3
* xyz 0 1
P -2.01070 0.34938 0.95760
O 0.19881 1.89753 1.53260
O 1.29680 1.37372 -1.26033
C 1.45151 -0.00769 -0.97234
C -0.43522 1.21656 0.74605
C 0.09806 1.00965 -0.68357
H 1.31304 -0.73220 -1.77168
H -2.55342 0.98886 2.07494
H -1.33617 -0.81030 1.42123
H 1.97731 -0.17379 -0.01601
H -0.57003 0.86239 -1.50768
*
```

SMILES: O=C(P)[C@@H]1CO1
HOMO, eV: -9.4
LUMO energy, eV: 0.11


two) Molecular formula: C3H5O2P
Method: DFT, wB97M-V/def2-TZVPD

Geometry as ORCA input:
```
! RIJCOSX wB97M-V def2-TZVPD def2/J DEFGRID3
* xyz 0 1
P 1.23642 0.09730 1.77647
O -0.08439 1.12500 -0.95082
O -1.07015 -1.61713 1.65048
C -0.90492 0.02692 -0.67421
C 0.18967 -0.16666 -1.51771
C -0.35567 -0.76350 1.22105
H -1.98897 0.04847 -0.81853
H 0.59695 1.04513 2.38089
H -0.02376 -0.27234 -2.65605
H 1.14201 -0.47626 -1.09068
H 1.26282 0.95310 0.67910
*
```

HOMO, eV: -8.2
LUMO energy, eV: 0.78


The structure with the greatest stability is one).


one) Molecular formula: C3H10N4O2
Method: DFT, wB97M-V/def2-TZVPD

Geometry as ORCA input:
```
! RIJCOSX wB97M-V def2-TZVPD def2/J DEFGRID3
* xyz 0 1
O 2.44336 1.31265 -0.69222
O -0.06215 -1.58516 0.79306
N -2.40169 -0.31441 0.85750
N 2.54834 -0.68673 0.54422
N 0.78594 -0.31637 -0.98137
N -1.47612 -0.08644 -0.19241
C -1.71456 1.17771 -0.87991
C 1.88752 0.32029 -0.25039
C -0.16895 -0.44656 0.07049
H 2.81960 -1.47932 -0.02691
H -2.53175 -1.31687 0.93941
H 3.35402 -0.29147 1.01672
H -2.00916 0.01697 1.74040
H 0.55696 0.52567 0.83481
H -2.78714 1.34060 -0.86634
H -1.21563 2.01393 -0.37600
H 0.87927 -1.62732 1.09036
H -1.38543 1.12414 -1.91607
H 0.47759 0.31870 -1.70536
*
```

HOMO, eV: -8.8
LUMO energy, eV: 0.75


two) Molecular formula: C3H10N4O2
Method: DFT, wB97M-V/def2-TZVPD

Geometry as ORCA input:
```
! RIJCOSX wB97M-V def2-TZVPD def2/J DEFGRID3
* xyz 0 1
O 0.80862 -0.87221 1.94002
O -0.89445 -1.51863 0.09625
N 0.25724 0.70183 0.31791
N -1.87807 -0.04266 -0.03013
N 0.90682 1.36119 -0.72810
N -0.09492 1.57827 1.35639
C 1.87750 -1.18868 -0.20704
C -2.31931 0.05972 -1.20507
C 0.86994 -0.61311 0.75050
H 2.05151 -2.22411 0.07540
H 1.54137 -1.16794 -1.24075
H 2.80330 -0.61949 -0.12641
H -1.07598 -1.81311 1.00591
H -3.36774 0.33038 -1.30336
H -1.83723 -0.29466 -2.11519
H -1.10839 1.67849 1.29903
H 0.93469 2.35499 -0.52294
H 0.39414 1.18930 -1.59396
H 0.13096 1.10043 2.23155
*
```

HOMO (alpha / beta), eV: -7.9 / -7.9
LUMO energy (alpha / beta), eV: -0.49 / -0.49


The structure with the greatest stability is one).